C11H18 | wB97M-V/def2-TZVPD

The calculation puts the energy above the lowest of the compared OMol25 structures with the same formula, charge and spin at 1.739 eV. Its HOMO energy is -8.99 eV. The calculation puts the HOMO-LUMO gap at 9.87 eV.

The geometry in ORCA input format:
```
! wB97M-V def2-TZVPD RIJCOSX def2/J DEFGRID3
* xyz 0 1
C 0.45 3.21 0.19
C 0.34 2.27 -1.00
C -0.90 2.19 -1.61
C -1.05 1.31 -2.70
C -0.01 0.49 -3.03
C 1.23 0.45 -2.34
C 1.40 1.37 -1.32
H 0.75 2.75 1.12
H -0.40 3.90 0.18
H 1.21 3.98 -0.12
H -1.65 2.95 -1.35
H -1.99 1.33 -3.23
H -0.08 -0.28 -3.77
H 1.99 -0.29 -2.61
H 2.29 1.52 -0.74
C -1.49 -2.41 1.03
C -0.26 -1.60 1.44
C -0.12 -0.94 2.84
C 0.82 -2.63 1.17
H -2.49 -2.08 1.42
H -1.38 -3.47 1.32
H -1.76 -2.35 -0.05
H -0.24 -0.62 0.77
H -0.62 -1.47 3.66
H 0.96 -0.83 2.90
H -0.34 0.16 2.66
H 0.55 -3.67 1.47
H 1.04 -2.90 0.11
H 1.77 -2.34 1.62
*
```

---

C2H6BrNO3S | wB97M-V/def2-TZVPD

Its expectation value of S² is 2.01. Its HOMO energy (spin up / spin down) is -4.50 / -10.68 eV. The calculation puts the HOMO-LUMO gap (spin up / spin down) at 5.02 / 7.72 eV.

The geometry in ORCA input format:
```
! wB97M-V def2-TZVPD RIJCOSX def2/J DEFGRID3
* xyz 0 3
C 1.27 -0.27 -0.87
C 0.62 0.47 0.83
N 0.91 -1.55 -1.06
O -1.99 0.78 1.78
O -1.63 -0.70 -0.06
O -1.47 1.61 -0.46
S -1.20 0.43 0.65
Br 0.75 -0.85 2.19
H 2.22 -0.15 -0.58
H 0.82 0.60 -1.36
H 1.03 1.37 1.17
H 0.92 -2.09 -0.20
H 0.04 -1.63 -1.60
H -2.30 2.00 -0.43
*
```

---

C34H71BrO33P2S | wB97M-V/def2-TZVPD

Its HOMO energy is -9.60 eV. The calculation puts the HOMO-LUMO gap at 9.72 eV.

The geometry in ORCA input format:
```
! wB97M-V def2-TZVPD RIJCOSX def2/J DEFGRID3
* xyz 0 1
C 1.97 0.10 -6.68
C 0.74 0.22 -6.25
C 0.06 -0.74 -5.31
P 0.29 -0.19 -3.50
S -1.78 0.56 -3.51
Br 2.43 -1.20 -3.56
C 1.03 1.47 -3.18
P 2.21 1.56 -1.77
O 1.90 2.78 -1.03
O 2.07 0.33 -0.76
O 3.71 1.70 -2.37
H 2.41 0.95 -7.20
H 2.57 -0.78 -6.51
H 0.19 1.11 -6.56
H 0.47 -1.76 -5.36
H -1.00 -0.77 -5.52
H -0.06 -0.97 -2.39
H -1.80 1.90 -3.57
H 0.30 2.26 -3.01
H 1.57 1.75 -4.10
H 2.64 -0.42 -0.99
H 3.63 1.94 -3.31
C 3.11 2.45 1.27
O 3.68 2.94 2.50
C 4.13 1.98 3.31
O 4.09 0.79 3.09
O 4.63 2.55 4.41
C 5.14 1.64 5.37
H 2.79 3.31 0.70
H 3.87 1.91 0.69
H 2.25 1.82 1.47
H 5.97 1.06 4.96
H 4.36 0.97 5.73
H 5.51 2.22 6.21
C -1.53 0.88 -11.50
O -2.80 0.71 -10.86
C -2.79 0.96 -9.56
O -1.84 1.30 -8.91
O -4.03 0.76 -9.09
C -4.17 1.01 -7.70
H -1.66 0.66 -12.55
H -1.19 1.91 -11.40
H -0.79 0.20 -11.08
H -3.94 2.05 -7.46
H -3.53 0.34 -7.12
H -5.20 0.81 -7.43
C 0.02 9.07 0.81
O 0.59 7.76 0.77
C 1.46 7.51 1.75
O 1.78 8.28 2.62
O 1.91 6.27 1.60
C 2.87 5.86 2.59
H -0.67 9.14 -0.03
H -0.54 9.21 1.74
H 0.79 9.83 0.71
H 2.42 5.88 3.58
H 3.75 6.49 2.55
H 3.16 4.83 2.35
C 2.46 -1.81 2.89
O 2.00 -2.70 3.90
C 2.81 -3.73 4.15
O 3.86 -3.94 3.61
O 2.26 -4.47 5.11
C 3.03 -5.62 5.48
H 1.72 -1.02 2.78
H 3.40 -1.35 3.18
H 2.57 -2.33 1.94
H 4.00 -5.32 5.88
H 3.16 -6.29 4.63
H 2.48 -6.14 6.26
C 5.50 5.40 7.65
O 6.06 5.88 8.87
C 6.51 4.92 9.68
O 6.47 3.74 9.47
O 7.00 5.50 10.78
C 7.52 4.58 11.74
H 5.18 6.26 7.08
H 6.25 4.86 7.07
H 4.64 4.76 7.85
H 8.35 4.01 11.33
H 6.74 3.92 12.10
H 7.89 5.17 12.58
C -3.43 -0.76 -0.80
O -4.59 -1.17 -0.08
C -5.66 -1.38 -0.85
O -5.71 -1.25 -2.05
O -6.68 -1.76 -0.07
C -7.90 -2.02 -0.77
H -2.63 -0.63 -0.08
H -3.12 -1.53 -1.52
H -3.60 0.19 -1.31
H -7.77 -2.84 -1.48
H -8.25 -1.13 -1.27
H -8.64 -2.32 -0.03
C -13.58 -3.89 0.34
O -12.91 -5.11 0.68
C -11.60 -5.10 0.46
O -10.97 -4.18 0.01
O -11.11 -6.29 0.82
C -9.70 -6.42 0.63
H -14.63 -4.03 0.57
H -13.19 -3.06 0.93
H -13.47 -3.68 -0.72
H -9.16 -5.69 1.23
H -9.44 -6.31 -0.42
H -9.43 -7.42 0.95
C -6.30 0.86 1.02
O -5.63 1.42 2.15
C -5.40 2.73 2.05
O -5.70 3.44 1.12
O -4.77 3.13 3.16
C -4.46 4.52 3.19
H -6.43 -0.20 1.21
H -7.28 1.31 0.89
H -5.70 0.98 0.12
H -5.37 5.12 3.15
H -3.79 4.79 2.38
H -3.96 4.72 4.14
C 3.00 1.17 -13.96
O 2.53 0.27 -12.96
C 3.32 -0.78 -12.73
O 4.37 -1.00 -13.29
O 2.76 -1.53 -11.79
C 3.51 -2.69 -11.44
H 2.27 1.97 -14.05
H 3.96 1.60 -13.66
H 3.09 0.66 -14.92
H 4.49 -2.42 -11.04
H 3.62 -3.35 -12.30
H 2.96 -3.22 -10.67
C 4.25 -10.00 7.91
O 4.87 -9.41 9.05
C 5.08 -8.10 8.95
O 4.80 -7.41 8.01
O 5.67 -7.68 10.07
C 5.96 -6.28 10.10
H 4.13 -11.06 8.12
H 3.26 -9.56 7.75
H 4.87 -9.87 7.03
H 5.04 -5.70 10.03
H 6.65 -6.02 9.31
H 6.43 -6.07 11.06
*
```

---

C4H7NO | wB97M-V/def2-TZVPD

The calculation puts the energy above the lowest of the compared OMol25 structures with the same formula, charge and spin at 3.162 eV. Its HOMO energy is -9.56 eV. The calculation puts the HOMO-LUMO gap at 10.49 eV.

The geometry in ORCA input format:
```
! wB97M-V def2-TZVPD RIJCOSX def2/J DEFGRID3
* xyz 0 1
O 2.71 -0.43 -0.21
N 1.90 0.67 -0.06
C 0.66 0.40 -0.09
C -0.13 -0.89 -0.22
C -1.40 -0.07 0.15
C -0.56 1.25 0.19
H 2.16 -1.23 -0.13
H -0.13 -1.32 -1.23
H 0.15 -1.67 0.50
H -2.18 -0.08 -0.61
H -1.83 -0.35 1.11
H -0.82 1.98 -0.58
H -0.53 1.75 1.16
*
```

---

C17H45IrN2O2SSi3 | wB97M-V/def2-TZVPD

The calculation puts the energy above the lowest of the compared OMol25 structures with the same formula, charge and spin at 0.000 eV. Its expectation value of S² is 0.75. Its HOMO energy (spin up / spin down) is -18.29 / -18.29 eV. The calculation puts the HOMO-LUMO gap (spin up / spin down) at 6.87 / 6.09 eV.

The geometry in ORCA input format:
```
! wB97M-V def2-TZVPD RIJCOSX def2/J DEFGRID3
* xyz 3 2
Ir -0.73 -0.58 0.36
C -1.49 -3.59 -0.05
O -0.45 -2.62 0.26
Si 1.18 -2.58 -0.42
C 2.35 -3.68 0.47
C 0.98 -3.08 -2.18
C 1.18 -0.67 0.03
Si 2.40 -0.14 1.50
C 2.07 -1.33 2.92
C 1.95 1.60 2.02
C 4.14 -0.29 0.89
Si 1.51 0.39 -1.67
C 2.98 -0.55 -2.35
C 1.96 2.14 -1.29
C 0.05 0.38 -2.84
H -1.60 -3.69 -1.12
H -2.43 -3.24 0.38
H -1.21 -4.54 0.40
H 2.04 -4.72 0.27
H 2.43 -3.54 1.54
H 3.34 -3.57 0.02
H 0.50 -4.07 -2.19
H 1.95 -3.22 -2.65
H 0.39 -2.41 -2.80
H 1.35 -2.11 2.70
H 1.74 -0.79 3.81
H 3.01 -1.82 3.20
H 0.88 1.82 1.94
H 2.50 2.35 1.46
H 2.23 1.72 3.07
H 4.41 -1.31 0.63
H 4.79 0.01 1.72
H 4.38 0.36 0.05
H 3.51 -1.20 -1.65
H 3.70 0.21 -2.67
H 2.71 -1.13 -3.24
H 2.91 2.24 -0.76
H 1.20 2.71 -0.77
H 2.10 2.62 -2.27
H -0.58 -0.51 -2.82
H 0.45 0.46 -3.85
H -0.57 1.26 -2.67
C -3.28 1.84 -2.71
N -2.93 1.29 -1.39
C -3.45 -0.04 -1.14
C -2.16 1.94 -0.51
O -1.44 1.25 0.38
N -2.12 3.25 -0.42
C -1.11 3.95 0.37
C -3.22 4.12 -0.89
H -3.09 1.07 -3.46
H -2.66 2.70 -2.95
H -4.33 2.12 -2.76
H -4.47 -0.09 -1.51
H -3.50 -0.24 -0.07
H -2.87 -0.81 -1.66
H -0.29 3.29 0.64
H -1.56 4.34 1.29
H -0.73 4.79 -0.21
H -4.12 3.54 -1.04
H -2.94 4.64 -1.80
H -3.40 4.85 -0.11
C -1.47 -2.17 3.30
S -1.87 -0.70 2.35
C -1.29 0.61 3.44
H -2.16 -2.15 4.16
H -0.44 -2.16 3.64
H -1.69 -3.05 2.71
H -0.24 0.46 3.68
H -1.91 0.54 4.34
H -1.47 1.55 2.94
*
```

---

C26H30IN2O2S3SbTi | wB97M-V/def2-TZVPD

The calculation puts the energy above the lowest of the compared OMol25 structures with the same formula, charge and spin at 1.146 eV. Its expectation value of S² is 0.77. Its HOMO energy (spin up / spin down) is -3.47 / -4.81 eV. The calculation puts the HOMO-LUMO gap (spin up / spin down) at 5.83 / 6.75 eV.

The geometry in ORCA input format:
```
! wB97M-V def2-TZVPD RIJCOSX def2/J DEFGRID3
* xyz -1 2
Ti 2.04 0.56 0.86
C -1.51 -0.16 -2.29
C -1.92 0.99 -1.40
C -2.96 0.75 -0.49
C -3.54 -0.64 -0.43
C -3.36 1.75 0.40
C -4.50 1.54 1.37
C -2.69 2.98 0.41
C -3.02 4.01 1.47
C -1.68 3.23 -0.51
C -0.96 4.56 -0.53
C -1.28 2.23 -1.42
C -0.10 2.52 -2.31
H -1.11 -0.99 -1.69
H -0.74 0.10 -3.02
H -2.36 -0.55 -2.84
H -2.76 -1.35 -0.15
H -3.93 -0.95 -1.40
H -4.34 -0.74 0.29
H -5.05 2.47 1.54
H -4.15 1.19 2.34
H -5.22 0.81 1.00
H -3.36 3.53 2.39
H -3.81 4.70 1.14
H -2.15 4.60 1.73
H -0.06 4.53 0.09
H -1.60 5.36 -0.16
H -0.65 4.83 -1.54
H -0.33 3.28 -3.06
H 0.25 1.64 -2.83
H 0.74 2.89 -1.72
C 2.61 0.71 -3.68
C 2.17 -0.61 -3.10
N 1.91 -1.59 -3.98
C 1.56 -2.78 -3.48
C 1.50 -3.09 -2.14
C 1.13 -4.48 -1.72
O 2.22 -5.22 -1.16
C 1.81 -2.07 -1.18
C 1.89 -2.36 0.19
N 2.26 -1.50 1.17
C 2.15 -1.95 2.49
C 1.12 -2.80 2.91
C 1.01 -3.20 4.23
C 1.91 -2.73 5.18
C 2.92 -1.86 4.80
C 3.03 -1.49 3.47
I 4.53 -0.15 2.88
C 2.07 -0.79 -1.73
O 2.25 0.27 -0.91
H 1.95 0.99 -4.50
H 3.61 0.60 -4.10
H 2.64 1.49 -2.93
H 1.31 -3.55 -4.20
H 0.72 -5.01 -2.58
H 0.36 -4.46 -0.94
H 3.02 -4.91 -1.59
H 1.75 -3.40 0.49
H 0.39 -3.12 2.18
H 0.20 -3.85 4.53
H 1.82 -3.01 6.22
H 3.61 -1.45 5.53
S 1.41 1.80 4.80
Sb 0.66 2.62 2.83
S -0.06 0.59 1.52
S 2.67 2.67 1.29
*
```

---

C54H44CoN3O2P2S2 | wB97M-V/def2-TZVPD

Its expectation value of S² is 6.04. Its HOMO energy (spin up / spin down) is -12.97 / -13.10 eV. The calculation puts the HOMO-LUMO gap (spin up / spin down) at 7.00 / 5.81 eV.

The geometry in ORCA input format:
```
! wB97M-V def2-TZVPD RIJCOSX def2/J DEFGRID3
* xyz 2 5
Co 0.85 -0.14 0.31
O 4.25 1.17 1.44
S 3.27 0.52 0.54
C 4.10 -0.09 -0.91
C 5.47 -0.29 -0.88
C 6.08 -0.82 -2.02
C 5.32 -1.13 -3.14
C 3.95 -0.88 -3.16
C 3.32 -0.34 -2.05
P 1.59 0.24 -1.98
C 0.72 -0.65 -3.29
C -0.04 -0.02 -4.28
C -0.75 -0.78 -5.21
C -0.68 -2.16 -5.18
C 0.10 -2.80 -4.22
C 0.78 -2.05 -3.28
C 1.75 1.98 -2.47
C 0.60 2.71 -2.79
C 0.68 4.04 -3.15
C 1.92 4.68 -3.18
C 3.07 3.97 -2.86
C 2.99 2.62 -2.51
C 2.80 -1.08 1.31
C 3.57 -2.24 1.14
C 3.33 -3.34 1.92
C 2.29 -3.34 2.85
C 1.50 -2.21 3.02
C 1.77 -1.04 2.30
P 1.04 0.61 2.67
C -0.43 0.40 3.73
C -1.62 1.00 3.33
C -2.72 1.00 4.18
C -2.64 0.38 5.41
C -1.45 -0.23 5.82
C -0.34 -0.20 4.99
C 2.25 1.28 3.87
C 1.98 2.55 4.36
C 2.76 3.08 5.38
C 3.81 2.34 5.90
C 4.09 1.08 5.40
C 3.31 0.55 4.38
H 6.03 -0.03 0.00
H 7.15 -0.99 -2.02
H 5.80 -1.55 -4.01
H 3.37 -1.08 -4.06
H -0.07 1.06 -4.34
H -1.34 -0.27 -5.97
H -1.22 -2.74 -5.92
H 0.17 -3.88 -4.21
H 1.40 -2.55 -2.54
H -0.37 2.23 -2.76
H -0.22 4.59 -3.41
H 1.99 5.72 -3.47
H 4.03 4.46 -2.88
H 3.90 2.09 -2.29
H 4.37 -2.26 0.40
H 3.95 -4.22 1.81
H 2.10 -4.22 3.45
H 0.68 -2.22 3.73
H -1.69 1.47 2.36
H -3.64 1.49 3.87
H -3.50 0.39 6.08
H -1.39 -0.69 6.79
H 0.59 -0.61 5.34
H 1.15 3.13 3.96
H 2.55 4.07 5.77
H 4.41 2.75 6.71
H 4.92 0.51 5.79
H 3.56 -0.43 3.97
N -7.93 0.96 -5.53
C -7.02 0.83 -4.84
C -5.89 0.67 -3.96
C -4.80 1.54 -4.07
C -3.71 1.38 -3.23
C -3.70 0.36 -2.27
C -4.78 -0.52 -2.19
C -5.87 -0.36 -3.02
C -2.53 0.15 -1.40
C -1.94 1.18 -0.74
C -2.57 2.49 -0.65
C -1.70 3.30 0.00
C -0.56 2.47 0.29
N -0.70 1.23 -0.09
C -1.41 -2.03 -0.80
C -1.70 -3.44 -0.98
C -0.67 -4.09 -0.40
C 0.20 -3.06 0.10
N -0.27 -1.81 -0.14
H -4.81 2.32 -4.82
H -2.85 2.03 -3.34
H -4.77 -1.32 -1.46
H -6.72 -1.03 -2.95
H -3.56 2.74 -0.98
H -1.82 4.34 0.26
H 0.35 2.80 0.79
H -2.57 -3.83 -1.49
H -0.51 -5.15 -0.32
H 1.14 -3.20 0.60
C -4.52 -0.51 1.94
S -3.05 -1.55 1.80
C -3.76 -3.12 2.32
O -2.22 -1.17 -1.41
H -5.34 -0.92 1.34
H -4.27 0.48 1.56
H -4.83 -0.43 2.98
H -4.09 -3.07 3.36
H -2.97 -3.88 2.24
H -4.59 -3.41 1.68
*
```

---

C7H8BNO | wB97M-V/def2-TZVPD

The calculation puts the energy above the lowest of the compared OMol25 structures with the same formula, charge and spin at 3.490 eV. Its HOMO energy (spin up / spin down) is -8.54 / -8.54 eV. The calculation puts the HOMO-LUMO gap (spin up / spin down) at 7.32 / 7.33 eV.

The geometry in ORCA input format:
```
! wB97M-V def2-TZVPD RIJCOSX def2/J DEFGRID3
* xyz 0 1
B -0.76 1.53 -1.80
C -0.40 -0.98 -1.09
C -0.03 0.79 0.44
C -0.05 -1.94 -0.13
C 0.29 -0.14 1.47
C -0.39 0.44 -0.83
C 0.20 -1.54 1.21
C 0.42 -2.57 2.25
N 0.37 3.34 -1.40
O 0.76 -2.29 3.39
H -1.30 1.79 -2.77
H -0.84 -1.25 -2.08
H 0.29 1.87 0.67
H 0.03 -2.93 -0.45
H 0.17 0.12 2.58
H 0.09 -3.60 2.13
H -0.20 4.09 -1.87
H 1.35 3.27 -1.71
*
```

---

| no. | F_max (eV Å⁻¹) |
| --- | --- |
| 1 | 3.1 |
| 2 | 5.5 |
| 3 | 2.2 |
| 4 | 0.7 |
| 5 | 0.3 |
| 6 | 0.4 |
| 7 | 1.4 |
| 8 | 5.2 |